DFT (ωB97M-V/def2-TZVPD) results for a structure of composition C27H45As2N8O2PSTi.

## Properties
Frontier orbital gap (alpha / beta) = 5.11 / 7.02 eV
LUMO energy (alpha / beta) = 0.306 / 0.306 eV
Total charge = 0
HOMO level (alpha / beta) = -4.808 / -6.715 eV
Multiplicity = 3
Largest force on an atom = 0.89 eV Å⁻¹
E_tot = -209666.101 eV

Positions of all 87 atoms, in Å:
Ti -0.23 0.08 0.39
N 3.08 3.18 1.09
C 2.21 2.12 0.90
S 0.70 2.47 0.14
N 2.60 0.97 1.36
N 1.66 -0.05 1.20
C 2.15 -1.22 1.55
C 1.51 -2.50 1.48
C 2.30 -3.61 1.89
C 1.82 -4.89 1.90
C 0.51 -5.14 1.50
C -0.30 -4.09 1.09
C 0.18 -2.77 1.06
O -0.63 -1.81 0.68
H 2.98 3.92 0.42
H 4.04 2.90 1.26
H 3.17 -1.21 1.92
H 3.32 -3.41 2.21
H 2.46 -5.71 2.22
H 0.11 -6.15 1.50
H -1.32 -4.26 0.77
C 0.67 0.10 -3.66
As 0.98 -0.65 -1.87
C 2.90 -0.32 -1.81
C 0.91 -2.58 -2.16
C 2.05 -3.35 -1.96
C 1.99 -4.73 -2.02
C 0.78 -5.36 -2.28
C -0.36 -4.60 -2.47
C -0.32 -3.21 -2.40
As -1.99 -2.18 -2.57
C -2.69 -3.07 -4.18
C -3.06 -3.14 -1.24
H 1.24 -0.47 -4.40
H 1.01 1.13 -3.66
H -0.39 0.07 -3.90
H 3.40 -0.67 -2.71
H 3.33 -0.80 -0.93
H 3.02 0.76 -1.70
H 3.00 -2.88 -1.75
H 2.88 -5.32 -1.85
H 0.72 -6.44 -2.32
H -1.30 -5.11 -2.65
H -2.73 -4.15 -4.07
H -2.04 -2.82 -5.02
H -3.69 -2.69 -4.38
H -2.94 -4.22 -1.31
H -4.12 -2.90 -1.41
H -2.76 -2.80 -0.25
C -3.89 1.23 3.54
N -2.65 1.76 4.06
C -2.83 2.45 5.33
P -1.23 0.96 3.70
O -1.30 0.51 2.28
N -0.98 -0.37 4.64
C -0.84 -0.29 6.08
C -0.97 -1.73 4.12
N -0.09 2.04 4.17
C -0.13 3.41 3.68
C 1.27 1.60 4.46
H -4.57 2.05 3.28
H -4.39 0.59 4.27
H -3.69 0.65 2.65
H -3.52 3.29 5.19
H -1.89 2.84 5.70
H -3.26 1.79 6.09
H -0.76 0.75 6.41
H 0.06 -0.81 6.41
H -1.70 -0.75 6.59
H -1.17 -1.72 3.05
H -1.74 -2.33 4.62
H 0.00 -2.20 4.29
H -1.16 3.72 3.49
H 0.43 3.51 2.75
H 0.30 4.07 4.43
H 1.28 0.55 4.76
H 1.67 2.20 5.28
H 1.92 1.71 3.59
N -4.18 1.17 -0.99
C -3.52 1.99 -1.87
C -2.20 1.79 -1.66
N -2.03 0.86 -0.66
C -3.23 0.50 -0.28
H -5.17 1.06 -0.89
H -4.05 2.64 -2.55
H -1.34 2.24 -2.13
H -3.46 -0.23 0.48